No. 1
Density functional theory data (the ωB97M-V functional and the def2-TZVPD basis) for an isolated molecule of C3H9OPS.

```
15
Properties=species:S:1:pos:R:3
C 1.38 -0.53 -1.22
C 0.82 0.90 -1.49
S -0.86 1.16 -0.75
O -1.77 0.00 -1.00
P -0.16 0.78 1.54
C -1.09 -0.77 1.86
H 2.36 -0.35 -0.59
H 0.58 -0.97 -0.67
H 1.68 -1.00 -2.22
H 0.75 0.98 -2.58
H 1.47 1.67 -0.90
H -1.26 1.45 2.27
H -2.03 -0.88 1.07
H -0.49 -1.75 1.78
H -1.38 -0.70 2.90
```

The SMILES is CCS(=O)#[PH]C. As for the net charge: 0. For the total energy, the calculation gives -934.3907 hartree. As for the orbital gap: 8.99 eV. The calculation puts the LUMO energy at 0.5 eV.

Results of the Löwdin charge analysis, in e, for atoms 1 through 4:
1. C -0.17
2. C -0.49
3. S 0.68
4. O -0.64



No. 2
Density functional theory data (the ωB97M-V functional and the def2-TZVPD basis) for an isolated molecule of C3H9OPS.

```
15
Properties=species:S:1:pos:R:3
C -1.50 0.88 -1.10
C 1.36 0.68 0.77
C -1.07 -0.28 -0.07
O 0.60 -2.05 1.20
P 0.71 -0.80 -0.01
S 1.69 -1.61 -1.49
H -0.83 1.72 -0.95
H -1.55 0.45 -2.03
H -2.50 1.24 -0.81
H 1.37 0.79 1.89
H 2.38 0.94 0.61
H 0.80 1.48 0.31
H -1.56 -1.16 -0.28
H -1.42 0.14 0.90
H 1.52 -2.42 1.06
```

As for the net charge: 0. For the total energy, the calculation gives -934.3215 hartree. Its spin multiplicity is 3. As for the orbital gap (alpha / beta): 4.72 / 6.80 eV. The calculation puts the LUMO energy (alpha / beta) at 0.7 / -3.2 eV.

Results of the Löwdin charge analysis, in e, for atoms 1 through 4:
1. C -0.11
2. C -0.27
3. C -0.37
4. O -0.29



No. 3
Density functional theory data (the ωB97M-V functional and the def2-TZVPD basis) for a cluster of 2 separate species, C3H9OS in total.

```
14
Properties=species:S:1:pos:R:3
C 1.27 -1.53 1.13
O 1.07 -0.11 1.40
H 1.10 -2.24 2.07
H 0.60 -2.14 0.43
H 2.21 -1.69 0.65
C -0.54 -0.50 -1.60
S -1.36 1.02 -1.02
C -0.94 2.17 0.31
H -0.64 -0.30 -2.73
H -0.94 -1.39 -1.16
H 0.48 -0.32 -1.22
H 0.11 2.03 0.46
H -1.04 3.18 0.12
H -1.38 1.82 1.15
```

As for the net charge: -1. For the total energy, the calculation gives -593.0223 hartree. As for the orbital gap: 6.10 eV. The calculation puts the LUMO energy at 3.7 eV.

Results of the Löwdin charge analysis, in e, for atoms 1 through 4:
1. C -0.42
2. O -0.49
3. H 0.05
4. H 0.01



No. 4
Density functional theory data (the ωB97M-V functional and the def2-TZVPD basis) for a cluster of 2 separate species, C3H9OS in total.

```
14
Properties=species:S:1:pos:R:3
C -2.08 0.28 -1.05
O -0.89 0.27 -1.81
H -2.90 0.41 -1.74
H -2.24 -0.68 -0.53
H -2.02 1.04 -0.28
C 0.97 -1.03 0.82
C 1.70 0.33 0.86
S 0.73 1.82 0.51
H 0.37 -1.03 -0.09
H 0.27 -1.09 1.66
H 1.67 -1.87 0.87
H 2.12 0.46 1.87
H 2.57 0.25 0.20
H -0.26 0.83 -1.30
```

As for the net charge: -1. For the total energy, the calculation gives -593.1469 hartree. As for the orbital gap: 6.81 eV. The calculation puts the LUMO energy at 4.2 eV.

Results of the Löwdin charge analysis, in e, for atoms 1 through 4:
1. C -0.22
2. O -0.21
3. H 0.05
4. H 0.06